{"formula": "C74H55N6OS2TeTi", "method": "wB97M-V/def2-TZVPD", "de_lowest_kcal_mol": 0.0, "energy_ha": -5170.8251, "charge": -1, "largest_force_ev_per_a": 0.7, "e_homo_ha": -0.155, "symbols": ["Te", "Ti", "S", "S", "O", "N", "N", "N", "N", "N", "N", "C", "C", "C", "C", "C", "C", "C", "C", "C", "C", "C", "C", "C", "C", "C", "C", "C", "C", "C", "C", "C", "C", "C", "C", "C", "C", "C", "C", "C", "C", "C", "C", "C", "C", "C", "C", "C", "C", "C", "C", "C", "C", "C", "C", "C", "C", "C", "C", "C", "C", "C", "C", "C", "C", "C", "C", "C", "C", "C", "C", "C", "C", "C", "C", "C", "C", "C", "C", "C", "C", "C", "C", "C", "C", "H", "H", "H", "H", "H", "H", "H", "H", "H", "H", "H", "H", "H", "H", "H", "H", "H", "H", "H", "H", "H", "H", "H", "H", "H", "H", "H", "H", "H", "H", "H", "H", "H", "H", "H", "H", "H", "H", "H", "H", "H", "H", "H", "H", "H", "H", "H", "H", "H", "H", "H", "H", "H", "H", "H"], "positions_angstrom": [[-1.12244, 2.81233, 0.76819], [0.62387, -1.43609, -0.37092], [-2.06902, -4.27574, -3.46625], [0.32488, -2.64315, -3.97554], [0.11769, -0.19658, -1.73952], [2.58869, -0.87958, -1.19370], [-1.03250, -0.42705, 0.15074], [1.53295, -3.47755, -0.85115], [-1.10086, -2.69945, -1.64881], [0.07311, -2.67660, 1.35148], [1.43550, -0.18538, 1.21363], [4.16793, -3.33489, -3.54835], [-3.23343, 6.60150, 1.36053], [1.02627, 5.47651, 0.97884], [-0.01722, -4.92081, 0.40684], [1.31748, 1.14187, 3.09337], [-3.05937, 6.91197, 2.70007], [-0.14052, -0.86887, 2.97893], [3.81831, 2.47118, -0.03511], [-1.78874, -8.11466, -0.54087], [-2.32504, -3.17513, -1.17137], [-1.24177, -6.84233, -0.60615], [5.40715, 4.77052, -0.03721], [2.26423, 0.90090, 1.08126], [-2.37745, 0.58088, 6.32915], [1.04252, 5.34839, -2.80435], [-3.47704, 0.48743, -1.20800], [5.67962, 3.73287, 0.84438], [-1.05398, -0.08472, -1.07692], [-4.20260, -4.65850, -1.66223], [0.83402, -0.03631, 2.43496], [4.33885, 4.65879, -0.91579], [-0.34986, -0.37080, 5.44937], [-0.03716, 3.87562, -0.70375], [1.21338, 5.75891, -1.49322], [-2.95733, -2.78220, 0.00951], [2.20484, 1.72222, 2.25603], [3.55294, 3.51590, -0.91570], [0.98448, -4.68790, -0.53255], [4.64877, -3.72885, -5.87817], [-2.16733, 0.43150, -3.23266], [4.89048, 2.59277, 0.84649], [6.28927, -4.27108, -4.21191], [-0.50017, -7.04524, 1.66413], [3.91317, 0.64749, -2.30586], [2.59837, -5.17853, -2.00291], [-2.98515, -4.08896, -2.00938], [0.38093, 4.15559, -3.06851], [-2.25840, 0.30015, -1.85109], [-2.72886, 5.42998, 0.79992], [-3.60338, 8.18829, 3.28286], [2.51560, -3.76106, -1.76307], [3.78338, -3.29089, -4.88561], [-0.59663, -6.28788, 0.49834], [0.71229, 5.02018, -0.41972], [-0.16541, 3.43256, -2.02043], [2.98778, 1.23604, -0.05780], [-2.37466, 6.00444, 3.49423], [5.42523, -3.83119, -3.21948], [-1.09791, 3.93456, 3.94159], [-2.99695, 5.17459, -0.65852], [-1.99828, 4.54820, 1.61242], [1.64127, -5.75324, -1.24995], [-0.86911, -3.11217, -2.88817], [3.24237, -2.83786, -2.49030], [-0.48774, -2.10232, 2.46275], [-0.43657, -3.94401, 1.30090], [-1.37891, -4.15229, 2.37057], [5.90432, -4.21803, -5.54419], [-1.08734, 0.10708, 6.52393], [-2.92701, 0.57536, 5.05413], [3.07453, 0.40110, -1.16329], [3.98301, -0.51412, -2.99072], [-4.59795, 0.83105, -1.94390], [-4.17758, -3.33913, 0.34765], [-1.40328, -3.01449, 3.09549], [-1.04357, -8.31953, 1.72924], [-1.69414, -8.85760, 0.62764], [-1.84205, 4.82650, 2.97887], [-3.29445, 0.77344, -3.96831], [3.18921, -1.46847, -2.26629], [-2.18730, 0.10178, 3.98059], [-0.89160, -0.37556, 4.16844], [-4.79725, -4.28458, -0.46946], [-4.50544, 0.98073, -3.32349], [-0.65446, 0.10536, 7.51684], [-2.29444, -8.52343, -1.40706], [1.44374, 5.94402, -3.61560], [2.70884, 3.43407, -1.58926], [-4.68235, -5.37149, -2.32202], [-5.54935, 0.97342, -1.44602], [2.74679, 2.64194, 2.39915], [-3.87884, 5.73057, -0.97885], [1.77242, 6.66476, -1.28169], [2.03353, 5.89687, 1.00843], [-2.79610, 8.83729, 3.62921], [-1.21708, 0.23289, -3.71365], [-0.17176, 4.41750, 4.26646], [-3.22765, 0.86961, -5.04486], [-1.97657, -2.80552, 3.98454], [-3.93184, 0.94641, 4.89307], [-1.70158, 3.74993, 4.83205], [3.29403, -5.65378, -2.67457], [7.26630, -4.65428, -3.94369], [0.27061, 3.79484, -4.08354], [-2.24169, 6.21577, 4.55185], [-0.82914, 2.97102, 3.51553], [1.00281, 1.48449, 4.06514], [-2.59805, 0.09976, 2.97650], [4.10582, 5.46572, -1.59985], [5.10680, 1.77993, 1.52912], [2.79411, -2.92496, -5.13230], [4.33682, -3.69417, -6.91469], [-5.38450, 1.25096, -3.89651], [-4.65985, -3.02731, 1.26705], [-2.48753, -2.03721, 0.63589], [-0.71146, 2.52262, -2.23331], [-4.18411, 8.74165, 2.54501], [6.51331, 3.80880, 1.53178], [-3.52341, 0.35525, -0.13471], [5.72070, -3.86784, -2.17757], [-3.78910, 7.28468, 0.72542], [6.02426, 5.66055, -0.03820], [-2.95200, 0.95375, 7.16805], [6.57994, -4.55816, -6.31940], [-2.15456, 5.48913, -1.27945], [0.65506, -0.74772, 5.59891], [4.41148, 1.57572, -2.52984], [-3.15796, 4.11410, -0.85733], [0.32487, 6.23976, 1.32589], [-4.24907, 7.98747, 4.13988], [-5.74977, -4.71261, -0.18225], [0.97689, 4.64329, 1.68143], [0.02065, -6.63326, 2.51996], [1.40694, -6.80077, -1.15945], [4.53779, -0.72453, -3.89021], [-1.32065, -6.26002, -1.51618], [-1.95337, -5.04939, 2.52748], [-0.95252, -8.89592, 2.64188], [-2.12170, -9.85133, 0.67871]], "atomic_forces_ev_per_a": [[0.049, -0.116, 0.068], [0.569, -0.487, -0.033], [-0.066, -0.061, -0.051], [-0.033, -0.033, 0.073], [-0.123, 0.226, 0.021], [-0.200, 0.042, -0.050], [-0.049, -0.310, -0.149], [-0.076, 0.071, 0.010], [-0.054, -0.081, 0.047], [-0.392, 0.167, 0.089], [0.014, 0.125, -0.001], [-0.074, 0.040, -0.117], [-0.015, -0.001, -0.025], [-0.027, 0.024, 0.006], [0.039, 0.015, -0.045], [0.006, -0.046, 0.027], [-0.006, -0.008, 0.004], [-0.034, 0.057, -0.004], [-0.090, 0.085, -0.152], [-0.010, -0.021, -0.002], [-0.007, 0.040, 0.031], [-0.033, 0.038, 0.020], [-0.016, 0.003, -0.010], [-0.103, 0.043, -0.017], [0.004, 0.009, 0.007], [0.021, -0.007, 0.001], [0.004, -0.003, -0.012], [0.021, 0.002, 0.036], [-0.018, 0.181, 0.195], [0.021, -0.024, -0.025], [0.009, 0.019, 0.017], [0.068, 0.012, 0.007], [0.021, -0.029, -0.010], [-0.067, -0.028, -0.059], [-0.039, 0.021, 0.012], [0.040, -0.063, 0.008], [0.051, -0.033, 0.002], [-0.057, 0.000, 0.023], [0.015, -0.045, 0.101], [0.009, -0.015, 0.010], [-0.031, -0.029, -0.012], [0.025, -0.008, -0.023], [0.028, -0.027, 0.001], [0.060, -0.003, 0.001], [0.006, 0.010, -0.008], [0.025, 0.002, 0.026], [-0.042, 0.079, 0.021], [0.022, -0.027, -0.002], [0.122, 0.062, -0.194], [-0.015, 0.033, 0.072], [-0.009, 0.020, 0.017], [-0.140, 0.017, -0.081], [-0.016, -0.002, -0.021], [-0.045, -0.015, -0.044], [-0.028, 0.055, 0.009], [0.024, 0.048, -0.014], [0.036, -0.069, -0.017], [-0.001, -0.023, 0.022], [-0.010, 0.024, 0.015], [0.024, -0.041, 0.028], [0.007, 0.000, -0.026], [-0.023, 0.071, 0.024], [0.010, -0.016, -0.005], [0.071, 0.122, -0.109], [0.052, -0.003, 0.045], [0.068, -0.042, 0.005], [0.167, -0.013, 0.037], [0.013, -0.049, -0.002], [0.005, 0.000, -0.017], [-0.005, 0.005, 0.016], [-0.017, 0.013, 0.008], [0.087, -0.046, 0.056], [-0.006, 0.021, -0.026], [-0.011, -0.008, 0.020], [-0.022, -0.022, -0.007], [0.016, 0.016, 0.026], [-0.007, -0.024, 0.009], [-0.001, 0.004, -0.009], [0.017, 0.070, -0.040], [0.008, -0.002, 0.022], [0.140, -0.064, 0.141], [0.009, 0.021, -0.021], [-0.048, -0.008, 0.005], [-0.018, 0.023, 0.032], [-0.021, 0.011, -0.020], [-0.002, -0.001, -0.004], [0.000, 0.002, 0.005], [0.008, -0.009, 0.000], [0.019, -0.019, -0.029], [0.002, 0.010, -0.003], [0.006, 0.013, -0.003], [0.013, -0.001, 0.008], [0.011, 0.008, -0.011], [-0.008, -0.003, -0.003], [-0.004, 0.012, 0.012], [0.001, -0.004, -0.003], [0.007, 0.005, 0.006], [0.001, 0.002, -0.010], [-0.003, -0.008, 0.000], [0.011, 0.005, -0.002], [0.006, 0.000, 0.001], [0.001, 0.010, 0.009], [-0.003, 0.008, -0.002], [-0.002, 0.003, -0.002], [0.004, 0.009, 0.002], [-0.009, 0.002, -0.003], [-0.030, 0.018, -0.024], [0.002, 0.001, -0.006], [0.003, 0.002, -0.003], [0.016, -0.022, 0.003], [0.002, -0.002, -0.003], [0.026, -0.011, -0.002], [0.002, 0.004, 0.003], [0.001, -0.013, 0.000], [0.011, -0.019, 0.008], [-0.012, 0.022, -0.018], [-0.042, 0.019, 0.002], [0.001, -0.003, 0.000], [-0.003, 0.003, -0.002], [0.009, 0.010, 0.000], [0.008, 0.007, -0.005], [-0.001, -0.001, 0.008], [-0.002, -0.001, 0.003], [0.001, -0.004, -0.003], [-0.001, -0.006, 0.004], [0.005, -0.010, 0.006], [-0.002, 0.003, 0.000], [0.015, 0.005, 0.035], [-0.005, -0.005, 0.006], [-0.023, -0.015, -0.004], [0.002, -0.003, -0.002], [0.002, 0.002, -0.005], [0.015, -0.016, -0.010], [-0.007, 0.008, -0.001], [-0.008, 0.006, 0.004], [0.034, -0.017, 0.026], [0.005, 0.005, -0.005], [0.018, -0.011, 0.003], [-0.004, 0.003, -0.003], [0.001, 0.002, 0.002]], "lowdin_charge": [1.541, 1.164, 0.973, 0.578, -0.193, 0.059, 0.012, 0.079, -0.032, 0.060, 0.067, -0.213, -0.024, -0.051, -0.064, -0.033, -0.277, -0.085, -0.183, -0.073, -0.294, -0.026, -0.096, -0.227, -0.103, -0.096, -0.050, -0.086, -0.639, -0.111, -0.250, -0.079, -0.037, -0.457, -0.087, -0.042, -0.022, -0.032, -0.229, -0.079, -0.024, -0.035, -0.092, -0.042, 0.020, 0.015, -0.503, -0.084, -0.184, -0.295, -0.059, -0.258, -0.030, -0.182, -0.320, -0.129, -0.057, -0.030, -0.033, -0.080, -0.069, -0.417, 0.014, -1.123, -0.119, -0.251, -0.238, -0.006, -0.105, -0.086, -0.082, -0.218, 0.023, -0.082, -0.089, 0.012, -0.089, -0.101, -0.311, -0.076, -0.236, -0.025, -0.204, -0.111, -0.098, 0.097, 0.102, 0.099, 0.108, 0.099, 0.097, 0.109, 0.076, 0.111, 0.078, 0.078, 0.107, 0.088, 0.099, 0.115, 0.102, 0.079, 0.114, 0.096, 0.105, 0.120, -0.002, 0.104, 0.120, 0.098, 0.122, 0.070, 0.100, 0.094, 0.098, 0.079, 0.079, 0.069, 0.097, 0.100, 0.122, 0.111, 0.095, 0.095, 0.093, 0.079, 0.122, 0.109, 0.051, 0.085, 0.076, 0.090, 0.047, 0.119, 0.113, 0.114, 0.093, 0.114, 0.097, 0.094]}



{"formula": "C20H18MoN3S2Se", "method": "wB97M-V/def2-TZVPD", "energy_ha": -4202.9782, "charge": 1, "largest_force_ev_per_a": 0.9, "e_homo_ha": [-0.415, -0.414], "symbols": ["Mo", "Se", "S", "S", "N", "N", "N", "C", "C", "C", "C", "C", "C", "C", "C", "C", "C", "C", "C", "C", "C", "C", "C", "C", "C", "C", "C", "H", "H", "H", "H", "H", "H", "H", "H", "H", "H", "H", "H", "H", "H", "H", "H", "H", "H"], "positions_angstrom": [[0.96389, -0.40726, -0.51938], [2.46580, -1.08439, -2.21414], [1.06195, -1.45496, 1.44729], [1.42126, 1.50746, 0.54169], [-9.33804, 2.75788, -0.20674], [-3.21440, -0.01602, -1.17838], [-1.05859, -0.38764, -1.10406], [4.27246, -1.30655, -1.65120], [2.48418, 2.10662, 3.03688], [-6.97087, 1.74462, -0.52355], [6.08056, -0.97512, -0.11952], [2.13165, -0.78478, 3.90708], [-4.65142, 1.53451, 0.05503], [-4.51220, 0.58953, -0.94770], [1.72715, -0.24473, 2.56737], [6.43078, -2.20288, -2.15645], [-2.96278, -1.12245, -1.98141], [-8.28282, 2.32347, -0.33211], [-5.89061, 2.11614, 0.26497], [-2.05063, 0.38248, -0.66795], [-6.81479, 0.79498, -1.52746], [5.10069, -2.01656, -2.51051], [-1.63587, -1.34815, -1.92860], [1.88262, 1.02012, 2.18299], [6.91989, -1.68854, -0.96570], [-5.57736, 0.21143, -1.74576], [4.75052, -0.77919, -0.45922], [7.95620, -1.84092, -0.69566], [7.08266, -2.75543, -2.82023], [-7.66009, 0.51822, -2.14141], [4.72522, -2.42137, -3.44068], [-5.47701, -0.50910, -2.54278], [3.03637, -1.39134, 3.82848], [-3.74216, -1.64367, -2.50289], [2.54705, 3.05068, 2.49811], [-1.05273, -2.10842, -2.41955], [-6.01597, 2.85381, 1.04530], [1.89000, 2.28082, 3.93512], [6.45527, -0.56504, 0.80891], [3.49476, 1.84244, 3.35170], [4.09938, -0.21508, 0.19674], [1.35389, -1.42157, 4.33130], [-3.82615, 1.82141, 0.68962], [2.32345, 0.02031, 4.61347], [-1.92315, 1.21422, 0.00099]], "atomic_forces_ev_per_a": [[-0.871, 0.046, -0.189], [-0.008, 0.009, -0.022], [0.305, 0.038, -0.157], [0.097, -0.159, -0.190], [0.043, 0.015, 0.022], [-0.424, -0.091, -0.105], [0.049, -0.062, 0.219], [0.171, -0.083, -0.038], [0.001, 0.027, 0.016], [-0.440, 0.036, -0.124], [-0.037, -0.022, -0.045], [-0.043, -0.011, 0.060], [-0.221, 0.048, 0.052], [0.612, -0.237, -0.116], [-0.024, -0.125, 0.244], [-0.047, -0.039, -0.080], [-0.145, 0.178, 0.126], [0.260, -0.051, 0.042], [0.109, 0.044, 0.087], [0.167, 0.055, 0.027], [0.139, -0.086, -0.037], [0.174, 0.019, 0.136], [0.239, 0.127, 0.012], [0.099, 0.210, 0.101], [-0.008, 0.040, 0.064], [-0.251, 0.165, 0.028], [0.009, 0.017, 0.039], [-0.006, 0.005, -0.009], [0.004, 0.008, 0.018], [-0.001, -0.003, 0.008], [-0.028, 0.009, 0.004], [0.055, 0.005, 0.005], [-0.001, 0.005, -0.038], [0.035, -0.040, 0.001], [-0.035, -0.032, -0.051], [0.008, -0.012, 0.012], [-0.015, -0.009, -0.010], [-0.017, -0.030, -0.001], [0.031, -0.014, -0.008], [-0.010, -0.017, -0.003], [-0.011, 0.006, 0.007], [-0.023, -0.007, -0.066], [0.007, -0.019, 0.002], [0.020, 0.013, -0.017], [0.029, 0.024, -0.024]], "nbo_charge": [0.613, 0.131, 0.122, 0.114, -0.241, -0.325, -0.561, -0.195, -0.655, -0.147, -0.210, -0.655, -0.249, 0.225, -0.148, -0.186, -0.043, 0.248, -0.122, 0.269, -0.131, -0.228, -0.065, -0.184, -0.191, -0.234, -0.172, 0.229, 0.229, 0.248, 0.228, 0.230, 0.239, 0.249, 0.236, 0.250, 0.246, 0.235, 0.225, 0.236, 0.204, 0.236, 0.227, 0.234, 0.242]}



{"formula": "C3H10O2S2", "method": "wB97M-V/def2-TZVPD", "de_lowest_kcal_mol": 31.8, "energy_ha": -1067.0958, "largest_force_ev_per_a": 4.1, "smiles": "OCCCSS.O", "e_homo_ha": -0.307, "symbols": ["S", "S", "O", "O", "C", "C", "C", "H", "H", "H", "H", "H", "H", "H", "H", "H", "H"], "positions_angstrom": [[-3.07808, 0.09378, -0.55628], [-2.80413, 0.05640, 1.53647], [1.28262, 0.22744, -0.16701], [3.27455, -2.13628, 1.85831], [0.69548, 1.34340, -0.79426], [-0.83443, 1.19539, -0.70586], [-1.26080, -0.22842, -0.83711], [-1.42809, 1.86087, -1.51645], [0.97777, 2.20129, -0.20669], [3.73854, -2.60336, 1.14705], [3.69596, -2.52270, 2.65403], [1.45679, -0.42503, -0.78239], [-3.80310, -0.78210, 1.89375], [1.13794, 1.43050, -1.79793], [-1.24353, -0.62504, -1.82718], [-0.72601, -0.81941, -0.11025], [-1.08147, 1.73326, 0.21181]], "atomic_forces_ev_per_a": [[0.060, -1.654, 1.358], [-0.752, 0.174, -0.125], [0.149, 1.624, 2.438], [0.723, -0.715, 0.439], [-0.088, -0.194, -0.527], [0.865, 2.963, -2.755], [-2.010, 1.435, 0.502], [1.663, -1.422, 1.553], [0.312, 0.432, 0.011], [-0.235, 0.248, 0.077], [-0.473, 0.439, -0.516], [0.573, -1.990, -1.885], [0.240, 0.063, -0.261], [-0.490, 0.217, 0.025], [0.538, -0.211, -0.787], [-0.604, -0.585, 0.167], [-0.471, -0.826, 0.286]], "nbo_charge": [0.072, -0.162, -0.714, -0.928, -0.073, -0.449, -0.515, 0.213, 0.178, 0.463, 0.466, 0.460, 0.140, 0.159, 0.216, 0.255, 0.220]}



{"formula": "O3S2", "method": "wB97M-V/def2-TZVPD", "de_lowest_kcal_mol": 5.3, "energy_ha": -1022.0161, "largest_force_ev_per_a": 2.1, "e_homo_ha": [-0.343, -0.344], "symbols": ["S", "S", "O", "O", "O"], "positions_angstrom": [[3.53944, 0.64948, -0.94123], [-2.31216, -0.15586, 0.40865], [-1.67355, 0.89829, 1.17866], [2.21637, 0.07004, -1.23467], [-1.77009, -1.46195, 0.58860]], "atomic_forces_ev_per_a": [[0.243, 0.106, 0.063], [1.161, 1.215, 1.195], [-0.940, -0.777, -0.951], [-0.262, -0.105, -0.063], [-0.202, -0.439, -0.244]], "nbo_charge": [0.680, 1.639, -0.820, -0.679, -0.819]}